Record 1
Below is 2 unconnected molecules or ions with the total composition C2H7BrNOP, with properties calculated with the ωB97M-V functional and the def2-TZVPD basis.

Last columns: bonded neighbours and bond lengths (Å).
Element x y z (Å)
1 O 0.77 -4.89 -1.29  P2 1.426
2 P -0.44 -4.15 -1.20  O1 1.426, Br3 2.307
3 Br -0.72 -3.07 -3.22  P2 2.307
4 C 0.66 -1.20 -0.28  N5 1.436, H7 1.085, H8 1.194, H9 1.144
5 N -0.03 -0.22 -1.07  C4 1.436, C6 1.430, H10 0.948
6 C -1.43 -0.07 -0.79  N5 1.430, H11 1.041, H12 1.138, H13 1.119
7 H 1.71 -1.01 -0.48  C4 1.085
8 H 0.48 -0.96 0.87  C4 1.194
9 H 0.40 -2.31 -0.40  C4 1.144
10 H 0.07 -0.32 -2.01  N5 0.948
11 H -1.84 0.83 -1.14  C6 1.041
12 H -2.17 -0.77 -1.30  C6 1.138
13 H -1.57 -0.37 0.28  C6 1.119

**Max |F|**: 3.574 eV Å⁻¹
**HOMO**: -9.03 eV
**2S+1**: 1
**Relative energy (zero: lowest compared OMol25 entry of this formula, charge and spin)**: 0.647 eV

Table of Löwdin atomic charges, one value per atom, all in e: atom 1 (O): -0.528, atom 2 (P): 0.504, atom 3 (Br): 0.134, atom 4 (C): -0.173, atom 5 (N): -0.174, atom 6 (C): -0.160, atom 7 (H): 0.079, atom 8 (H): 0.128, atom 9 (H): -0.046, atom 10 (H): 0.030, atom 11 (H): 0.048, atom 12 (H): 0.072, atom 13 (H): 0.089


Record 2
Below is a single C12H16O3 molecule, with properties calculated with the ωB97M-V functional and the def2-TZVPD basis.

Last columns: bonded neighbours and bond lengths (Å).
Element x y z (Å)
1 C 1.54 2.08 1.56  C2 1.523, H16 1.090, H17 1.093, H18 1.093
2 C 1.91 1.62 0.16  C1 1.523, C3 1.533, H19 1.086, H20 1.094
3 C 1.18 0.34 -0.27  C2 1.533, C4 1.531, C5 1.523, H21 1.092
4 C 1.77 -0.22 -1.57  C3 1.531, H22 1.091, H23 1.092, H24 1.090
5 C -0.33 0.44 -0.37  C3 1.523, C6 1.342, C14 1.501
6 C -1.15 -0.63 -0.35  C5 1.342, C7 1.512, C10 1.504
7 C -0.75 -2.09 -0.25  C6 1.512, C8 1.532, H25 1.089, H26 1.095
8 C 0.13 -2.48 0.94  C7 1.532, O9 1.420, H27 1.092, H28 1.092
9 O -0.06 -3.83 1.31  C8 1.420, H29 0.961
10 C -2.63 -0.42 -0.48  C6 1.504, O11 1.210, C12 1.484
11 O -3.36 -1.30 -0.88  C10 1.210
12 C -3.18 0.90 -0.10  C10 1.484, C13 1.322, H30 1.082
13 C -2.38 1.95 -0.13  C12 1.322, C14 1.486, H31 1.083
14 C -0.98 1.78 -0.58  C5 1.501, C13 1.486, O15 1.211
15 O -0.44 2.67 -1.19  C14 1.211
16 H 2.12 2.95 1.85  C1 1.090
17 H 1.74 1.29 2.29  C1 1.093
18 H 0.48 2.34 1.64  C1 1.093
19 H 1.75 2.41 -0.56  C2 1.086
20 H 2.98 1.39 0.14  C2 1.094
21 H 1.38 -0.37 0.53  C3 1.092
22 H 2.86 -0.21 -1.52  C4 1.091
23 H 1.47 0.40 -2.42  C4 1.092
24 H 1.45 -1.24 -1.77  C4 1.090
25 H -1.67 -2.66 -0.15  C7 1.089
26 H -0.29 -2.42 -1.18  C7 1.095
27 H 1.19 -2.30 0.73  C8 1.092
28 H -0.14 -1.89 1.82  C8 1.092
29 H 0.36 -4.40 0.65  O9 0.961
30 H -4.24 0.96 0.11  C12 1.082
31 H -2.72 2.97 0.04  C13 1.083

**Max |F|**: 0.338 eV Å⁻¹
**HOMO**: -9.83 eV
**2S+1**: 1
**Relative energy (zero: lowest compared OMol25 entry of this formula, charge and spin)**: 1.082 eV

Table of Löwdin atomic charges, one value per atom, all in e: atom 1 (C): -0.086, atom 2 (C): -0.230, atom 3 (C): -0.317, atom 4 (C): -0.035, atom 5 (C): -0.051, atom 6 (C): -0.074, atom 7 (C): -0.106, atom 8 (C): -0.254, atom 9 (O): -0.057, atom 10 (C): -0.332, atom 11 (O): 0.115, atom 12 (C): 0.024, atom 13 (C): 0.024, atom 14 (C): -0.336, atom 15 (O): 0.117, atom 16 (H): 0.075, atom 17 (H): 0.077, atom 18 (H): 0.070, atom 19 (H): 0.102, atom 20 (H): 0.113, atom 21 (H): 0.111, atom 22 (H): 0.082, atom 23 (H): 0.094, atom 24 (H): 0.067, atom 25 (H): 0.114, atom 26 (H): 0.123, atom 27 (H): 0.106, atom 28 (H): 0.131, atom 29 (H): 0.087, atom 30 (H): 0.123, atom 31 (H): 0.124


no.,E_LUMO (hartree)
1,-0.039
2,-0.037